w | The following is a DFT calculation (the ωB97M-V functional and the def2-TZVPD basis) of a single C3H7NOS2 molecule.

Calculated values
Kohn-Sham gap in eV: 9.6
HOMO energy in eV: -8.88
Molar mass in g/mol: 137.23

Positions of all 14 atoms, in Å:
1 C -0.97860 -1.03355 0.69874
2 C -0.45418 -1.23183 -0.75250
3 C 1.28969 0.35264 -0.54833
4 H -2.64190 -2.56114 1.10230
5 H -1.78956 -0.27091 0.72845
6 H -0.14046 -0.48267 1.18414
7 H -1.24270 -1.57735 -1.45126
8 H 0.32700 -1.97382 -0.82691
9 H 1.75255 -0.58875 -0.16307
10 H 0.12764 2.57201 -1.72590
11 N 1.80731 1.45588 -0.36751
12 O 0.11205 0.04379 -1.14204
13 S -1.40746 -2.51169 1.59717
14 S 0.83986 2.87529 -0.56756

=====

x | The following is a DFT calculation (the ωB97M-V functional and the def2-TZVPD basis) of a single C3H7NOS2 molecule.

Calculated values
Kohn-Sham gap in eV: 9.9
HOMO energy in eV: -9.36
Molar mass in g/mol: 137.23

Positions of all 14 atoms, in Å:
1 N -0.43957 -1.42693 -1.32128
2 C 0.33937 -0.35227 -0.72515
3 C 1.70783 -0.94952 -0.36324
4 O 2.63454 -0.34879 0.11857
5 C -0.28063 0.21411 0.58600
6 S -1.34214 1.62883 0.20308
7 S -1.73058 2.45239 1.94526
8 H -1.23976 -1.64651 -0.74226
9 H -0.82486 -1.13828 -2.21450
10 H 0.52042 0.47087 -1.42034
11 H 1.75042 -2.04949 -0.52157
12 H 0.54512 0.37979 1.26751
13 H -0.92076 -0.55456 1.00926
14 H -0.71939 3.32036 2.17867

=====

Structures ranked by computed energy, the most stable listed first: x, w.

=====

w | The following is a DFT calculation (the ωB97M-V functional and the def2-TZVPD basis) of 3 unconnected molecules or ions with the total composition C2H10NO3.

Calculated values
Net charge: -1
Kohn-Sham gap in eV: 7.9
HOMO energy in eV: -3.70
Molar mass in g/mol: 96.11

Positions of all 16 atoms, in Å:
1 C -1.13869 -0.50790 0.46480
2 O 0.19055 -0.58658 0.31829
3 C -1.80724 0.29118 -0.71932
4 N -1.26429 -0.04639 -2.01745
5 H -1.52236 0.08388 1.33902
6 H -1.58787 -1.53262 0.59062
7 H -1.73964 1.32705 -0.34846
8 H -2.92954 0.30969 -0.70639
9 H -0.55868 -0.72869 -1.73984
10 H -0.76407 0.67147 -2.53070
11 H 1.81993 -0.77049 -0.31092
12 H 2.88342 -0.05459 -1.13677
13 O 2.74282 -0.85940 -0.64041
14 H 1.60448 1.25579 2.60062
15 H 0.45135 0.87932 1.67891
16 O 0.70250 1.47471 2.41356

=====

x | The following is a DFT calculation (the ωB97M-V functional and the def2-TZVPD basis) of 3 unconnected molecules or ions with the total composition C2H10NO3.

Calculated values
Net charge: -1
Kohn-Sham gap in eV: 7.5
HOMO energy in eV: -3.41
Molar mass in g/mol: 96.11

Positions of all 16 atoms, in Å:
1 C 0.44775 -2.29138 1.13969
2 N -0.04765 -0.88479 0.64980
3 C 0.57500 -0.49780 -0.69856
4 O 0.21489 0.68368 -1.26541
5 H 1.59073 -2.47447 1.04417
6 H 0.24205 -2.23813 2.17495
7 H -0.04671 -2.89670 0.36461
8 H 0.20365 -0.27852 1.53360
9 H 1.77761 -0.57661 -0.63995
10 H 0.16836 -1.38961 -1.31486
11 H 0.59581 2.42898 1.79506
12 H 0.94917 2.00569 0.35514
13 O 1.13901 2.61838 1.08881
14 H -2.75943 0.76963 -0.77857
15 H -1.34488 0.24039 -0.95826
16 O -2.25132 0.11518 -1.16981

=====

Structures ranked by computed energy, the most stable listed first: w, x.

=====

w | The following is a DFT calculation (the ωB97M-V functional and the def2-TZVPD basis) of 2 unconnected molecules or ions with the total composition C4H5OP.

Calculated values
Kohn-Sham gap in eV: 8.2
HOMO energy in eV: -8.56
Molar mass in g/mol: 100.06

Positions of all 11 atoms, in Å:
1 C -1.93877 1.38422 0.24118
2 C -2.47070 0.30662 -0.33831
3 C -0.98204 0.47279 -0.39127
4 C 1.82315 -0.70121 -0.53529
5 O 1.68320 -0.92228 2.07240
6 P 0.71977 -0.94416 0.93074
7 H -1.77053 2.28580 0.82565
8 H -3.48766 -0.07646 -0.43467
9 H 1.57540 -0.91805 -1.55371
10 H 2.68149 -1.29387 -0.34080
11 H 2.16669 0.40661 -0.47592

=====

x | The following is a DFT calculation (the ωB97M-V functional and the def2-TZVPD basis) of a molecular structure, C4H5OP.

Calculated values
Kohn-Sham gap in eV: 8.3
HOMO energy in eV: -8.76
Molar mass in g/mol: 100.06

Positions of all 11 atoms, in Å:
1 C -0.97850 -1.03422 -0.07520
2 C -0.08540 -0.68502 0.84359
3 C -0.48779 -0.17057 -1.07773
4 C 0.59973 0.28875 -0.01011
5 O 1.54210 2.42080 1.22296
6 P 0.28789 2.04762 0.61826
7 H -1.64302 -1.76595 0.09224
8 H 0.14890 -1.12327 1.85848
9 H 0.04188 -0.78165 -1.87410
10 H -1.04419 0.63968 -1.50504
11 H 1.61841 0.16384 -0.09335

=====

Structures ranked by computed energy, the most stable listed first: x, w.